1.
Here is a structure of composition C27H29CuN8 from the Open Molecules 2025 dataset. Energies are from ωB97M-V with the def2-TZVPD basis set.

```
65
Properties=species:S:1:pos:R:3:forces:R:3:lowdin_spin:R:1
Cu 0.015515 -0.782600 1.071666 -0.23 0.07 0.22 0.6714
C -2.354114 -3.705078 -3.049289 0.00 -0.01 -0.01 0.0071
C -1.421665 -4.480003 -2.371780 -0.01 -0.04 0.00 -0.0004
C -0.505373 -3.890575 -1.516148 -0.05 0.02 0.02 0.0077
C -0.501417 -2.506034 -1.339361 -0.14 0.03 -0.13 0.0063
C -1.442066 -1.731671 -2.013233 0.04 -0.02 -0.06 0.0062
C -2.361965 -2.331060 -2.862158 0.01 0.03 0.01 -0.0009
N 0.408486 -1.888500 -0.457100 0.41 0.05 0.04 0.0818
C 1.731929 -2.090078 -0.572732 -0.10 -0.02 -0.09 0.0068
C 2.386270 -2.709016 -1.676758 -0.01 -0.02 -0.05 0.0023
C 3.747432 -2.830857 -1.692552 -0.04 -0.03 -0.07 0.0014
C 4.575887 -2.374209 -0.636614 -0.06 0.06 0.10 0.0010
C 3.994361 -1.784664 0.445407 0.13 -0.06 -0.08 0.0029
C 2.591909 -1.636120 0.476390 -0.01 0.07 0.29 0.0080
N 1.898757 -1.111397 1.520189 -0.13 -0.03 -0.17 0.1032
N 2.366659 -0.774558 2.633368 0.08 0.05 0.10 0.0077
C 1.338268 -0.347565 3.506329 0.12 -0.16 -0.26 0.0101
C 1.668632 0.066651 4.784950 -0.11 0.01 0.02 -0.0008
C 0.640043 0.445059 5.630499 -0.02 -0.02 -0.06 0.0000
C -0.673465 0.396407 5.176533 0.00 0.01 0.05 -0.0006
C -0.912735 -0.021873 3.881315 0.06 0.01 0.00 0.0051
N 0.071070 -0.392055 3.063755 -0.04 0.16 0.07 0.0447
H -3.069010 -4.171584 -3.713990 0.00 0.01 0.01 0.0004
H -1.414812 -5.555196 -2.498763 0.00 0.01 -0.01 -0.0001
H 0.205683 -4.503592 -0.975712 0.01 0.03 0.01 0.0002
H -1.425274 -0.656477 -1.893372 0.02 -0.01 0.02 0.0003
H -3.082721 -1.713777 -3.384405 0.00 -0.02 -0.01 -0.0002
H 1.794178 -3.071644 -2.505378 0.02 0.00 0.01 0.0000
H 4.214960 -3.293281 -2.553952 -0.01 0.00 0.01 0.0002
H 5.647593 -2.491852 -0.701396 0.00 0.00 0.02 0.0002
H 4.573814 -1.415631 1.280933 -0.01 0.00 0.00 0.0002
H 2.705291 0.080448 5.087013 0.01 0.00 -0.02 0.0004
H 0.859819 0.770659 6.638618 -0.01 -0.01 0.00 0.0000
H -1.502867 0.667932 5.813968 0.02 0.00 0.01 0.0002
H -1.915998 -0.067162 3.476566 0.01 0.01 0.00 0.0010
C 1.393035 -0.758873 -4.891759 -0.01 0.01 -0.04 0.0000
N 0.784082 0.196314 -3.987365 -0.09 0.16 0.11 0.0001
C -0.386811 0.888353 -4.176805 0.10 -0.15 0.03 0.0000
C -0.593510 1.583278 -3.018077 -0.05 -0.11 -0.33 0.0000
N 0.414044 1.332291 -2.127043 -0.03 0.28 0.34 -0.0002
C 1.222427 0.507792 -2.741113 -0.02 -0.15 -0.16 -0.0001
H 1.295363 -0.410879 -5.917658 0.00 0.00 0.00 0.0000
H 0.919262 -1.735838 -4.795358 -0.01 -0.01 -0.01 0.0000
H 2.451089 -0.845698 -4.654907 0.00 -0.02 0.01 0.0000
H -0.946438 0.819382 -5.094284 0.01 0.02 0.02 0.0000
H -1.408193 2.257333 -2.809030 0.04 0.03 0.02 0.0000
H 2.147588 0.108107 -2.351932 -0.06 0.01 0.02 0.0000
C -1.348468 4.352134 4.260971 -0.02 0.02 0.02 0.0000
C -0.037148 4.585547 3.510785 0.01 0.14 0.05 0.0000
C 0.434763 3.386305 2.827622 0.16 -0.16 -0.12 0.0000
N 0.815774 2.445993 2.288634 -0.12 0.00 0.00 -0.0003
H -1.700561 5.288876 4.688814 0.01 -0.01 0.01 0.0000
H -1.212971 3.635762 5.070159 0.00 -0.01 -0.02 0.0000
H -2.121340 3.971234 3.593586 0.01 0.01 0.00 0.0000
H 0.752684 4.908159 4.191284 -0.03 0.01 0.01 0.0000
H -0.144006 5.372938 2.762785 -0.02 -0.01 0.00 0.0000
C -3.904109 2.325909 -1.117614 -0.06 -0.01 -0.04 -0.0002
C -2.676495 2.620249 -0.257187 0.10 0.14 0.10 -0.0003
C -2.020434 1.419391 0.229406 0.04 -0.12 0.02 0.0001
N -1.499495 0.478499 0.614747 0.12 -0.31 0.01 0.0273
H -4.341549 3.265430 -1.449200 0.01 -0.01 0.00 0.0000
H -4.656893 1.778450 -0.553064 0.01 0.00 0.01 0.0000
H -3.641465 1.739084 -1.995916 0.03 -0.01 0.00 0.0000
H -2.937831 3.210052 0.624331 -0.03 0.03 -0.05 -0.0001
H -1.905485 3.175411 -0.797639 -0.06 0.02 -0.03 -0.0001
```
Forces are in eV/Å.

## Properties
Calculated total energy (Eh): -3124.575075
Gap between HOMO and LUMO (spin up / spin down) (eV): 5.9249 / 5.7579
Spin multiplicity: 2
HOMO (spin up / spin down) (eV): -9.844 / -9.782
Net charge: +1

=====

2.
Here is a structure of composition C27H29N2O3PRuSSi from the Open Molecules 2025 dataset. Energies are from ωB97M-V with the def2-TZVPD basis set.

```
65
Properties=species:S:1:pos:R:3:forces:R:3:lowdin_spin:R:1
Ru 0.324772 -0.843661 0.249598 -0.02 0.12 -0.15 2.5598
O 4.057835 -0.797059 1.539359 0.00 -0.01 -0.02 0.0259
S 2.861577 -0.220802 1.057796 -0.02 -0.03 0.03 0.0144
O 1.668117 -0.226547 1.949356 0.01 -0.06 0.02 0.1146
O 2.285854 -0.911952 -0.201718 -0.07 0.03 0.06 0.1945
C 3.107229 1.435951 0.552675 0.01 0.01 0.01 0.0034
C 4.369709 1.979539 0.716544 -0.03 0.00 -0.01 0.0021
C 4.580168 3.305479 0.361144 0.01 0.00 0.00 -0.0002
C 3.534681 4.061289 -0.140743 0.00 0.01 -0.01 0.0012
C 2.272409 3.501615 -0.302273 0.01 -0.01 0.02 0.0016
C 2.039756 2.175460 0.037916 0.00 0.02 -0.02 0.0059
P 0.348105 1.534783 -0.231201 0.02 -0.15 -0.05 -0.0140
C -0.044807 1.842197 -1.958310 0.01 0.02 0.01 -0.0051
C -0.434045 3.093667 -2.439656 -0.01 0.00 0.00 -0.0021
C -0.664180 3.270486 -3.795084 0.00 0.00 0.01 -0.0001
C -0.497468 2.210754 -4.676607 0.00 -0.01 0.00 -0.0004
C -0.092135 0.968169 -4.207696 0.00 0.01 -0.01 0.0012
C 0.133269 0.784919 -2.853370 0.00 0.00 0.02 0.0074
C -0.679408 2.483652 0.900577 -0.01 -0.01 0.02 -0.0019
C -1.851825 3.139409 0.522294 0.00 0.00 -0.01 -0.0037
C -2.583300 3.841713 1.468121 0.00 0.00 0.00 0.0005
C -2.157193 3.884926 2.787981 0.00 0.00 0.01 -0.0042
C -0.995116 3.226869 3.170151 0.00 0.00 0.00 0.0006
C -0.253880 2.528528 2.232977 0.00 0.01 -0.01 -0.0025
H 5.167454 1.371393 1.120101 0.00 0.00 0.00 0.0001
H 5.561346 3.743064 0.482154 0.00 0.00 0.00 0.0001
H 3.695493 5.095777 -0.412185 0.00 0.00 0.00 0.0002
H 1.470909 4.113585 -0.694946 0.01 0.00 0.00 -0.0001
H -0.559916 3.932867 -1.768526 0.00 0.00 0.00 0.0000
H -0.969181 4.240260 -4.164226 0.00 0.00 0.00 -0.0001
H -0.675403 2.355926 -5.733623 0.00 0.00 0.00 0.0000
H 0.055362 0.147953 -4.897015 0.00 0.00 0.00 0.0001
H 0.470036 -0.185626 -2.500893 0.00 0.00 -0.01 0.0067
H -2.195080 3.119744 -0.503107 0.00 0.00 0.01 -0.0002
H -3.483547 4.362113 1.170483 0.00 0.00 0.00 0.0001
H -2.729257 4.437930 3.520764 0.00 0.00 0.00 -0.0002
H -0.661767 3.264173 4.198235 0.00 0.00 0.00 0.0001
H 0.656550 2.025539 2.535739 0.00 0.00 0.01 -0.0001
C -3.073999 0.288371 -1.122927 0.00 0.00 0.01 0.0047
C -2.840096 -1.114524 -0.691787 0.00 0.01 -0.07 0.0556
C -3.860045 -2.090683 -0.804476 0.01 0.00 0.01 0.1879
C -3.641141 -3.400922 -0.420553 0.00 0.01 -0.01 0.0038
C -2.405809 -3.768847 0.085150 0.01 -0.02 0.01 0.1849
C -1.416077 -2.775377 0.188907 -0.06 0.02 0.06 0.0375
N -1.663134 -1.469463 -0.208351 0.05 0.00 0.10 0.0963
N -0.176144 -2.869763 0.642444 0.05 0.10 -0.10 0.4430
Si 0.715525 -4.368868 1.232617 0.06 -0.10 0.06 0.0348
C 2.389757 -3.776552 1.724261 -0.01 0.06 -0.04 -0.0019
C -0.266896 -4.996495 2.676486 -0.04 0.02 0.00 0.0147
C 0.738931 -5.500741 -0.238101 -0.02 0.00 -0.01 0.0161
H -4.134214 0.478952 -1.268694 0.00 0.00 0.00 0.0000
H -2.552739 0.481216 -2.063907 0.00 0.00 0.01 0.0013
H -2.691435 0.976200 -0.371427 -0.01 -0.01 0.00 0.0008
H -4.818814 -1.785955 -1.199731 0.00 0.00 0.00 0.0078
H -4.431426 -4.133503 -0.515350 0.00 0.00 0.00 -0.0032
H -2.189201 -4.780433 0.394077 -0.01 0.00 0.00 0.0073
H 2.339450 -2.999900 2.489814 0.02 -0.01 0.01 -0.0002
H 2.956027 -3.395831 0.872929 0.02 0.00 0.02 -0.0003
H 2.958234 -4.608915 2.145002 -0.01 -0.01 0.00 -0.0003
H -0.357447 -4.234458 3.452712 0.00 -0.01 0.01 -0.0003
H 0.267998 -5.843858 3.112850 0.00 0.00 0.00 0.0016
H -1.267343 -5.345909 2.419596 0.01 0.00 0.00 0.0006
H 1.219690 -5.029538 -1.097294 0.00 0.00 0.00 -0.0003
H -0.253835 -5.837476 -0.539840 0.01 -0.01 -0.01 0.0006
H 1.321041 -6.390808 0.012780 0.00 0.00 0.00 0.0019
```
Forces are in eV/Å.

## Properties
Energy above the lowest of the compared OMol25 structures with the same formula, charge and spin (kJ/mol): 5.57
Calculated total energy (Eh): -2504.903997
Gap between HOMO and LUMO (spin up / spin down) (eV): 7.8498 / 5.9159
Spin multiplicity: 5
HOMO (spin up / spin down) (eV): -14.812 / -14.787
Net charge: +2

=====

3.
Here is a structure of composition C27H29N3O2PRuS3 from the Open Molecules 2025 dataset. Energies are from ωB97M-V with the def2-TZVPD basis set.

```
66
Properties=species:S:1:pos:R:3:forces:R:3:lowdin_spin:R:1
Ru 0.807383 -0.236692 -0.477126 0.75 -0.18 -1.10 3.4238
C 3.336483 1.762508 0.975274 0.01 0.20 0.06 0.0046
O 3.096583 0.569708 0.261274 -0.36 -0.22 -0.19 0.0605
C 3.967183 -0.480592 0.633174 0.12 -0.69 -0.15 0.0035
C 3.698383 -1.684292 -0.262026 0.26 0.22 0.05 0.0076
O 2.422883 -2.209192 0.053374 0.02 0.50 0.08 0.0655
C 2.077783 -3.339592 -0.729926 -0.14 -0.31 -0.17 0.0107
H 4.398683 2.028308 0.917574 -0.10 0.02 -0.01 0.0011
H 3.051683 1.654108 2.029674 0.01 0.04 -0.07 0.0001
H 2.740783 2.538508 0.495474 0.07 -0.02 0.13 0.0004
H 3.799183 -0.759292 1.685774 0.09 0.09 -0.15 0.0001
H 5.010583 -0.158292 0.492274 -0.18 -0.05 0.09 0.0008
H 4.468983 -2.449792 -0.084626 -0.07 0.13 -0.02 0.0009
H 3.727983 -1.372892 -1.318726 0.02 -0.08 0.18 0.0086
H 2.814083 -4.141992 -0.602826 0.02 0.10 0.09 0.0007
H 2.009083 -3.081692 -1.794426 0.00 0.05 0.15 0.0096
H 1.108683 -3.688792 -0.371426 0.10 0.08 -0.04 0.0008
S -3.753517 -1.934992 2.187374 0.17 -0.16 -0.23 0.0160
P -2.396717 -2.342692 0.831974 -0.58 -0.08 -0.15 0.0318
S -0.668017 -1.300392 1.142974 0.48 0.25 0.02 0.1813
C -3.011217 -2.082492 -0.884226 0.29 0.07 0.49 0.0052
C -4.294517 -2.522292 -1.192126 0.04 -0.02 0.10 0.0018
C -4.776517 -2.381792 -2.481226 -0.07 -0.12 -0.02 0.0000
C -3.984917 -1.807792 -3.464326 0.00 0.07 -0.02 0.0006
C -2.714317 -1.355792 -3.150226 0.05 -0.02 -0.15 0.0031
C -2.226117 -1.496392 -1.863626 0.35 0.10 0.25 0.0121
C -1.905917 -4.108492 0.815874 -0.11 0.42 0.02 0.0042
C -1.379417 -4.671692 -0.340026 -0.06 0.06 0.08 0.0016
C -1.028417 -6.008392 -0.350126 0.00 -0.11 -0.12 0.0000
C -1.205717 -6.781392 0.785674 0.11 -0.05 0.07 0.0013
C -1.704717 -6.211992 1.945574 -0.03 -0.07 0.04 0.0000
C -2.058417 -4.874292 1.963574 -0.02 0.12 -0.02 0.0018
H -4.901217 -2.968092 -0.414726 -0.05 0.01 0.01 0.0001
H -5.767517 -2.736292 -2.726126 -0.08 0.00 0.00 0.0001
H -4.360217 -1.712592 -4.473326 -0.03 0.02 -0.06 0.0001
H -2.084517 -0.916092 -3.907126 0.10 0.09 -0.14 0.0022
H -1.209117 -1.155892 -1.624026 -0.61 -0.25 -0.25 0.0149
H -1.256917 -4.065192 -1.227026 0.00 0.00 -0.10 0.0001
H -0.636217 -6.454492 -1.251526 0.06 -0.05 -0.10 0.0000
H -0.945517 -7.828992 0.771574 0.03 -0.11 -0.02 0.0001
H -1.833517 -6.816892 2.831774 0.00 -0.03 0.06 0.0000
H -2.464017 -4.411592 2.853874 -0.06 -0.01 0.01 0.0000
C -2.186017 2.855908 -0.948426 0.13 -0.04 -0.11 0.0028
C -1.104917 2.013608 -1.132726 -0.36 0.17 -0.29 0.0155
N -0.088317 1.953308 -0.264826 0.03 -0.24 0.01 0.0802
C -0.072317 2.811508 0.742674 -0.32 0.10 0.24 0.0109
C -1.045917 3.796608 0.934274 -0.27 -0.54 -0.53 0.0039
C -2.165117 3.756308 0.103074 0.45 -0.07 0.23 0.0028
C -0.916717 4.813008 1.970074 0.35 0.44 0.31 0.0005
C 0.161783 5.573808 2.223474 -0.85 -0.27 0.35 0.0005
C 1.374883 5.681108 1.438574 0.90 0.32 -0.30 0.0001
C 2.359983 6.612908 1.801674 -0.29 -0.35 -0.11 0.0001
C 3.465483 6.715308 0.981574 -0.04 -0.05 0.04 0.0000
N 3.595783 5.987208 -0.120526 0.47 0.14 -0.20 0.0001
C 2.612883 5.145108 -0.384726 0.14 -0.10 -0.20 0.0000
N 1.530183 4.942408 0.332674 -0.31 0.16 0.28 0.0001
H -3.019517 2.822308 -1.631426 -0.04 -0.04 -0.09 0.0004
H -1.039617 1.362108 -2.000226 -0.05 -0.01 0.17 0.0090
H 0.726283 2.711808 1.463274 0.06 0.02 -0.01 0.0013
H -2.985417 4.441608 0.262774 -0.05 0.07 -0.01 0.0001
H -1.810217 4.992008 2.557574 0.04 -0.02 0.15 0.0001
H 0.114583 6.262608 3.059874 -0.11 0.01 -0.03 0.0000
H 2.257783 7.218008 2.687574 -0.03 0.08 0.10 0.0000
H 4.281683 7.391008 1.205074 -0.02 0.08 0.06 0.0000
H 2.706583 4.540908 -1.278826 0.07 -0.01 -0.11 0.0000
S 1.276983 -0.403492 -2.685726 -0.45 0.12 1.37 0.9941
```
Forces are in eV/Å.

## Properties
Energy above the lowest of the compared OMol25 structures with the same formula, charge and spin (kJ/mol): 18.46
Calculated total energy (Eh): -2991.754616
Gap between HOMO and LUMO (spin up / spin down) (eV): 6.6512 / 6.7186
Spin multiplicity: 6
HOMO (spin up / spin down) (eV): -7.442 / -7.619